# 1
{
  "formula": "C12H18MgN6",
  "method": "ωB97M-V/def2-TZVPD",
  "multiplicity": 1,
  "total_energy_ev": -27098.61243,
  "charge": 2,
  "orbital_gap_ev": 2.5,
  "elements": ["Mg", "C", "C", "N", "H", "H", "H", "C", "C", "N", "H", "H", "H", "C", "C", "N", "H", "H", "H", "C", "C", "N", "H", "H", "H", "C", "C", "N", "H", "H", "H", "C", "C", "N", "H", "H", "H"],
  "xyz": [[0.185093, -0.311370, -0.584139], [2.344543, -6.573140, 3.488431], [1.920863, -5.599450, 2.532511], [1.613843, -4.752770, 1.758301], [3.298213, -7.087640, 3.370551], [1.550593, -7.302650, 3.648261], [2.388823, -5.954340, 4.384661], [-4.151227, -2.809490, -6.341089], [-3.205337, -2.496030, -5.235659], [-2.486297, -2.288800, -4.346849], [-5.129667, -3.160550, -6.013199], [-3.807627, -3.630840, -6.969909], [-4.221447, -1.894480, -6.929239], [7.180193, 0.082670, -2.643369], [5.799493, -0.016050, -2.545799], [4.679173, -0.075470, -2.496829], [7.284583, 0.851600, -3.408839], [7.608833, -0.820060, -3.078629], [7.679833, 0.326640, -1.705849], [4.033533, 3.957040, 4.678891], [3.230133, 2.991130, 3.851921], [2.627983, 2.221500, 3.233511], [4.887943, 3.393380, 5.053551], [3.363663, 4.217030, 5.498501], [4.442903, 4.845220, 4.197591], [-6.058087, -0.339350, 4.049351], [-4.832417, -0.481270, 3.249231], [-3.911217, -0.625870, 2.554121], [-5.979087, -1.146100, 4.778051], [-6.858227, -0.586510, 3.351651], [-6.310897, 0.578850, 4.579551], [-3.499647, 6.127260, -2.731629], [-2.605787, 4.976960, -2.450609], [-1.877877, 4.075510, -2.288079], [-2.899247, 6.981260, -3.045169], [-4.119067, 6.360970, -1.865719], [-4.167067, 5.965200, -3.578019]],
  "forces_ev_per_angstrom": [[0.03, -0.01, -0.01], [-0.47, -0.15, 1.24], [-0.66, 3.17, -3.95], [0.88, -2.77, 2.67], [-0.08, 0.35, -0.53], [0.05, -0.06, -0.05], [0.22, -0.34, 0.52], [0.51, 0.17, 0.18], [0.26, -0.51, 0.91], [-0.92, -0.05, -1.23], [0.06, 0.49, 0.45], [0.52, 0.21, 0.04], [-0.29, -0.19, -0.15], [2.13, 0.24, -0.93], [0.64, -0.42, 0.55], [-3.71, -0.17, 0.33], [0.76, 0.31, 0.18], [-0.01, -0.08, 0.19], [-0.10, 0.12, -0.18], [-0.61, -1.23, -0.07], [0.36, 0.40, -0.52], [0.45, 0.67, 0.48], [-0.09, 0.01, 0.22], [0.33, 0.25, 0.13], [-0.53, -0.20, -0.41], [0.10, -1.14, -0.27], [1.25, 0.75, -0.93], [-1.27, 0.20, 1.07], [-0.35, 0.02, 0.16], [-0.23, 0.03, 0.21], [0.69, 0.16, -0.40], [0.27, -0.18, -0.12], [1.02, -1.45, -0.14], [-1.62, 1.86, -0.15], [0.11, 0.05, 0.41], [0.24, 0.06, 0.01], [0.07, -0.55, 0.07]],
  "nbo_charge": [1.911, -0.745, 0.365, -0.397, 0.283, 0.275, 0.273, -0.729, 0.358, -0.427, 0.271, 0.272, 0.265, -0.745, 0.352, -0.420, 0.274, 0.275, 0.273, -0.719, 0.348, -0.424, 0.264, 0.265, 0.270, -0.732, 0.351, -0.424, 0.266, 0.266, 0.276, -0.732, 0.353, -0.421, 0.271, 0.267, 0.270]
}

# 2
{
  "formula": "C12H18N2O6S",
  "method": "ωB97M-V/def2-TZVPD",
  "multiplicity": 1,
  "smiles": "COC(=O)Nc1ccc(S(=O)(=O)N(CCO)CCO)cc1",
  "total_energy_ev": -38836.46198,
  "orbital_gap_ev": 9.5,
  "elements": ["C", "O", "C", "O", "N", "C", "C", "C", "C", "S", "O", "O", "N", "C", "C", "O", "C", "C", "O", "C", "C", "H", "H", "H", "H", "H", "H", "H", "H", "H", "H", "H", "H", "H", "H", "H", "H", "H", "H"],
  "xyz": [[-7.114493, 0.265955, 0.581001], [-6.014921, -0.423292, 0.000254], [-4.825153, 0.208702, 0.086337], [-4.660105, 1.275574, 0.611698], [-3.875944, -0.573907, -0.513594], [-2.519144, -0.321709, -0.675598], [-1.743656, -1.295362, -1.309565], [-0.389727, -1.094260, -1.494175], [0.191724, 0.077147, -1.046702], [1.936439, 0.368565, -1.279324], [2.533782, -0.841395, -1.803271], [2.133280, 1.562297, -2.041799], [2.437366, 0.694821, 0.268232], [3.533643, 1.630797, 0.417463], [4.925521, 1.016652, 0.183538], [5.305495, 0.100978, 1.173790], [2.142578, -0.236819, 1.338741], [2.354394, -1.721792, 0.982378], [3.591168, -1.968076, 0.369918], [-0.565512, 1.053065, -0.425644], [-1.920106, 0.859500, -0.233872], [-6.935114, 0.441295, 1.643233], [-7.265603, 1.226471, 0.085180], [-7.978691, -0.377357, 0.439716], [-4.221326, -1.445887, -0.891987], [-2.207382, -2.206274, -1.658564], [0.226329, -1.829739, -1.987326], [3.483137, 2.064248, 1.419726], [3.367037, 2.412342, -0.324965], [4.943047, 0.559554, -0.814871], [5.663908, 1.823403, 0.211765], [4.817283, -0.731420, 1.029413], [2.788242, 0.022282, 2.179656], [1.096364, -0.107286, 1.648052], [1.535087, -2.064101, 0.339022], [2.338131, -2.304484, 1.908094], [3.497526, -1.692483, -0.563557], [-0.083088, 1.961338, -0.102192], [-2.521512, 1.610667, 0.249812]],
  "forces_ev_per_angstrom": [[-0.14, 0.30, 0.19], [0.29, -0.22, -0.18], [-0.24, -0.23, -0.05], [0.05, 0.28, 0.12], [-0.24, -0.47, -0.20], [0.30, 0.17, 0.03], [-0.03, 0.13, 0.04], [0.04, -0.06, -0.04], [0.68, -0.02, -0.04], [-0.33, 0.25, 0.60], [-0.28, -0.12, -0.03], [-0.01, 0.22, -0.05], [-0.41, -0.23, -0.91], [0.75, 0.23, -0.34], [-0.31, 0.37, -0.01], [-0.06, -0.34, 0.32], [-0.30, -0.64, 0.22], [-0.33, 0.14, 0.27], [0.45, -0.04, -0.20], [-0.08, -0.04, -0.04], [0.00, 0.12, 0.04], [-0.05, -0.02, -0.08], [-0.02, -0.08, 0.04], [0.05, 0.03, 0.00], [0.03, 0.18, 0.09], [-0.04, -0.11, -0.04], [0.01, -0.14, -0.04], [-0.06, -0.04, -0.07], [0.13, 0.14, 0.17], [0.06, 0.07, 0.01], [-0.07, -0.02, -0.12], [0.14, 0.12, -0.09], [-0.05, 0.06, -0.12], [0.11, -0.08, 0.11], [0.07, -0.05, 0.12], [-0.15, 0.06, -0.08], [0.02, -0.15, 0.22], [-0.02, 0.16, 0.11], [0.01, 0.03, 0.01]],
  "nbo_charge": [-0.256, -0.518, 0.895, -0.623, -0.612, 0.192, -0.257, -0.156, -0.398, 2.335, -0.978, -0.930, -0.708, -0.247, -0.077, -0.745, -0.255, -0.082, -0.750, -0.102, -0.264, 0.195, 0.195, 0.198, 0.414, 0.216, 0.246, 0.206, 0.235, 0.164, 0.182, 0.493, 0.229, 0.200, 0.171, 0.192, 0.507, 0.230, 0.260]
}

Ordered energy above the lowest of the compared OMol25 structures with the same formula, charge and spin results: 297.4; 0.0; unit kcal/mol.
Ordered LUMO level results: -0.4846; 0.0142; unit hartree.
Ordered strongest force on any atom results: 5.1; 1.0; unit eV/Å.